(1)
157
Properties=species:S:1:pos:R:3:forces:R:3 method="wB97M-V/def2-TZVPD" energy_ev=-208349.3402 e_above_lowest_ev=0.000 charge=+6
H 6.5122 -21.8079 16.8938 0.36 -1.46 -0.25
H 4.4667 -22.7401 19.4464 -0.78 -0.67 -0.20
H 4.7163 -11.5943 13.7641 -0.06 0.52 0.05
H 5.4767 -22.1790 23.9514 0.28 -0.02 -0.21
H 13.1236 -18.9865 22.1978 0.28 -0.27 -0.25
H -3.3882 -11.7020 23.8121 -0.32 -0.89 -0.04
H -4.1200 -31.1741 19.9093 0.14 0.02 0.12
C 6.1827 -23.0081 24.0601 0.67 0.17 0.51
H 13.0551 -18.2012 19.1447 -0.23 0.06 0.27
O -2.8970 -29.2935 18.8458 -0.63 0.52 0.13
C 1.0296 -21.2707 12.8590 3.91 0.26 -0.44
C -2.4916 -13.0318 25.3085 1.37 1.82 -2.08
H 15.0727 -19.9380 20.5205 0.39 -0.25 -0.03
C 5.0740 -9.8819 16.4448 2.23 0.09 -2.27
H 11.4416 -19.8297 19.4134 0.11 -0.19 -0.22
H 13.7315 -17.4499 21.5663 -0.55 -0.39 -0.09
C 4.7798 -23.9325 22.2183 0.29 1.20 -1.43
C -4.2299 -28.7888 18.7184 0.62 -0.41 -0.49
H -2.0043 -12.9273 20.0586 0.49 0.61 -1.62
C -2.1066 -28.6380 17.8398 1.11 0.14 1.26
C 4.6217 -13.3184 16.2704 0.04 0.29 -1.56
H -3.7237 -13.4647 20.3250 0.03 0.56 -0.02
H -4.9818 -14.1009 24.7498 0.19 -0.19 0.05
H 14.0810 -16.9523 8.0108 0.32 0.34 0.07
H 4.3485 -14.5989 17.9802 1.01 -0.68 -1.05
H 3.8996 -24.4820 19.1835 -0.23 0.29 -0.34
C 1.0196 -19.7683 12.9981 -2.16 0.62 0.53
C 5.5995 -12.1784 14.0020 -2.05 -0.81 1.48
H -5.5319 -12.7462 23.9939 0.15 -0.17 0.37
N 5.3015 -12.1996 17.0221 2.42 -1.38 0.90
H 7.0121 -22.2713 21.6673 0.14 -0.60 -0.37
H 10.0814 -18.6280 10.2218 -0.04 0.44 1.08
H -2.5108 -28.8387 16.8692 -0.20 -0.06 -0.71
H 5.9971 -12.4612 13.0198 0.42 0.12 0.52
C 6.1893 -23.9055 22.8459 0.71 0.13 -1.33
H 5.9128 -23.3369 17.0509 -1.48 -0.56 0.66
H 12.9078 -20.6972 19.1128 -0.42 -0.14 -0.12
H -0.7123 -21.5716 13.8283 -0.86 0.42 0.01
H 4.1791 -23.9603 12.3992 0.29 -0.01 0.23
N -5.1032 -30.8972 19.8533 0.18 -0.38 -0.33
H 10.4605 -17.7219 8.6949 -0.36 -1.38 0.74
Br 8.2665 -21.4347 19.4021 0.05 -0.08 -0.09
C 8.6482 -26.1595 15.2451 0.77 2.46 1.62
H 8.1213 -23.4117 22.0684 -0.04 -0.17 -0.41
H -4.0757 -14.0272 22.3505 -0.53 0.25 0.52
C 10.5341 -18.7168 9.2664 -0.95 1.71 -1.05
H 8.6338 -22.3767 14.8767 -0.60 -0.10 -0.20
H 6.6154 -24.9205 22.9370 -0.37 0.47 0.55
H 11.9965 -17.9182 21.4083 0.14 0.21 -0.10
H 0.4625 -21.6581 14.9162 1.25 0.75 0.79
H 5.5769 -22.8762 14.8664 -0.11 0.42 -0.22
H 6.9123 -10.5959 14.4176 0.21 0.12 0.48
H 5.8031 -23.5963 24.8695 -0.18 -0.31 0.73
H 3.4533 -23.4856 10.8295 0.31 -0.40 0.01
C 13.3242 -18.8732 19.9623 -1.73 -0.22 0.89
H 2.6573 -12.7258 17.1650 -0.06 -0.22 0.08
H -4.9694 -12.6528 25.5702 0.28 -0.34 -0.82
C 7.2696 -10.5962 17.3475 -0.40 0.35 -1.26
H 13.9658 -17.3220 9.7111 -0.25 -0.16 0.16
O 5.4138 -12.3424 18.2025 -0.64 0.50 -1.10
H -2.6446 -14.0472 25.5991 0.15 -0.54 0.86
C -3.4158 -12.7887 24.0664 0.31 0.97 2.13
O 8.1461 -24.7715 15.4229 -0.06 -1.35 -0.06
N 0.2365 -21.8697 13.9630 -1.39 -1.76 -0.98
Br 3.2146 -21.5265 16.2172 0.11 -0.12 0.37
C 13.9797 -19.0376 8.3761 1.86 0.21 1.79
H 5.7528 -9.0249 16.2402 -1.21 -0.07 0.04
H -6.2337 -29.1871 19.4550 0.87 0.17 -0.17
H 3.0332 -23.3932 20.3159 0.44 -0.27 0.14
H 1.6311 -19.2112 13.7004 0.20 -0.79 0.61
H -4.3249 -27.7035 18.8733 0.39 -0.08 -0.17
H 15.5280 -17.4601 8.9592 -0.13 -0.40 -0.30
H 6.8341 -24.7945 13.8017 -0.16 0.14 -0.16
H 8.9781 -26.1941 14.2269 -0.21 -0.85 -0.62
H 3.2454 -21.5117 12.2385 -0.68 0.52 -0.52
C -4.9439 -28.9470 21.1258 0.17 0.30 1.85
H 4.1801 -13.9185 14.3509 1.18 0.43 -0.30
H 1.2032 -19.2835 12.0751 0.33 0.11 -1.24
H -2.5866 -12.2188 26.0540 -0.58 -0.85 -0.02
H 14.3835 -20.4481 6.9506 0.15 -0.57 -0.05
C 13.0246 -18.2829 21.3701 0.67 0.43 -0.82
H 8.1368 -11.2506 17.3917 -0.16 -0.30 -0.23
H 7.6195 -9.5963 17.0083 -0.16 -0.77 -0.12
H -4.0509 -29.4495 21.5673 -0.34 0.74 -0.35
H 4.0650 -24.6753 22.6057 0.54 0.16 0.16
N 6.6514 -22.8304 16.6370 0.57 1.60 -1.33
H 14.4941 -18.9636 6.3858 0.85 0.04 -0.05
C 7.6406 -22.2284 14.3948 1.42 0.69 0.56
C -3.1827 -13.6530 22.8648 1.13 -1.87 -0.70
O 11.8767 -19.0314 9.4010 0.94 -0.77 -0.68
H 6.9305 -23.7201 20.8692 0.19 -0.12 -0.62
O 2.2007 -23.2771 12.4176 -0.40 -1.55 -0.39
N -4.8082 -13.1036 24.6398 -0.81 1.20 -0.31
H -2.5862 -14.5625 23.1099 -0.71 0.12 0.61
H 2.6750 -13.6711 15.5609 -0.14 0.19 1.12
C 3.1377 -12.8919 16.2083 0.09 -0.69 -1.39
H 9.5507 -26.1353 15.8917 -0.52 -0.34 -0.47
C 6.8760 -24.5264 14.8550 -0.30 -0.87 2.06
O -2.3955 -13.0323 21.9042 -0.46 1.14 0.40
H 12.2567 -20.0199 7.5425 -0.55 0.01 0.27
H 16.0309 -21.4872 18.1820 0.51 0.77 -0.69
H -1.4219 -12.8627 24.9924 -1.01 -0.62 0.09
H 7.1635 -22.5972 24.3962 -0.57 -0.49 -0.44
C 4.0119 -23.6617 19.8869 0.65 0.89 -0.07
H -2.1208 -27.5615 18.0690 0.05 -0.17 -0.35
C 14.4572 -17.6159 8.7928 -0.61 -0.51 -0.75
C -5.1665 -29.3715 19.7214 -1.76 -1.23 0.30
H 6.9302 -10.4073 18.3568 -0.40 -0.22 0.12
H 12.1832 -20.5798 20.6587 0.20 -0.11 -0.09
N 14.7712 -19.5424 7.1918 -2.51 0.57 -1.50
O 5.0033 -24.1178 20.8064 -0.35 -0.63 1.14
C 6.0834 -11.0315 16.3432 0.52 -0.17 2.24
C 2.4297 -21.9754 12.8016 1.51 0.66 4.64
H 4.6193 -9.8139 17.3790 -0.57 0.20 1.64
H 5.9370 -14.1741 14.5566 -0.38 -0.08 1.05
H 15.1195 -21.0321 16.7323 -0.33 0.04 -0.16
N 7.1575 -23.2965 21.7555 -1.14 0.74 2.24
C 14.7096 -19.3694 19.6663 0.30 -0.65 -0.59
H 14.3473 -19.7713 9.1094 -0.91 0.28 0.37
H 0.1488 -22.8999 13.9497 0.68 0.26 -0.46
H -4.8650 -27.8683 21.1497 0.41 0.21 0.21
H 3.0091 -12.0394 15.5522 0.13 0.62 0.23
H -4.5332 -29.0206 17.7037 -0.48 0.09 -0.31
H 7.4911 -21.1399 14.4609 -0.40 -0.38 -0.22
C 4.8292 -14.6701 16.9582 -1.59 1.42 0.56
H 5.8654 -14.9132 16.8618 0.69 -0.32 0.74
H 7.5019 -23.2067 17.0396 0.65 0.31 0.16
H 7.8219 -22.5380 13.3497 -0.59 0.15 0.47
C 12.4613 -19.1083 8.1233 1.63 0.31 0.34
H 4.3858 -22.8996 22.3732 -0.17 -0.73 -0.12
H 4.2925 -15.3614 16.3112 -0.18 -0.18 0.27
H 16.1854 -19.7653 17.3891 0.22 -0.66 0.17
H -5.5458 -31.0894 20.7713 0.14 -0.44 -0.80
C 6.5599 -11.4818 14.9585 0.13 0.79 -1.27
H -1.0455 -28.9809 17.8929 -1.02 0.02 0.10
C -2.6696 -13.5178 20.6099 -0.13 -0.62 0.78
H 4.3590 -10.0489 15.6803 -0.93 0.51 -0.75
H 2.9526 -25.0198 11.6478 0.06 0.17 -0.05
H 12.1934 -18.2150 7.5398 -0.17 -0.24 -0.16
H 9.9455 -19.4976 8.8027 0.05 -0.24 -0.73
C 15.5640 -20.6406 17.6340 0.24 -0.01 1.53
C 3.2874 -23.9932 11.7871 -1.05 1.05 -0.05
H 6.0722 -25.0721 15.4396 0.69 -0.08 -0.81
H 2.9028 -21.9460 13.9930 -1.27 -0.05 -3.17
H 15.3744 -18.5072 19.4912 -0.15 -0.38 -0.10
H -5.5070 -31.4731 19.0933 -0.11 0.49 0.44
H -2.4077 -14.5652 20.5372 0.32 -0.47 -0.08
C 5.1201 -13.4591 14.7649 -0.68 -0.03 -0.78
H 0.7187 -21.5179 11.8594 -1.59 -0.40 0.05
H -0.0672 -19.5012 13.1825 1.08 0.06 0.05
H 15.7640 -19.6443 7.2793 0.82 0.37 0.26
H -5.7866 -29.1666 21.8225 0.34 -0.09 -0.70
O 14.5000 -20.2041 18.5054 -0.46 0.57 0.06
H 7.9539 -26.8893 15.6551 -0.14 -0.10 -0.56
H 7.4015 -12.1526 15.0250 0.56 -0.07 0.52
N 12.3569 -20.1128 19.7683 0.71 1.09 0.39
C 6.6127 -23.0747 15.1215 -0.12 0.58 -0.44


(2)
9
Properties=species:S:1:pos:R:3:forces:R:3 method="wB97M-V/def2-TZVPD" energy_ev=-20672.9926 e_above_lowest_ev=2.160 charge=0 smiles="NS(=O)(=O)NF"
O 0.1167 -0.0989 -1.7677 1.27 0.39 -1.48
S -0.5304 -0.2174 -0.5321 0.48 0.81 1.10
N 0.4968 -0.9346 0.6595 0.08 -5.64 -2.95
H 0.3316 1.8586 0.0636 -2.03 -1.84 -0.23
H -0.6048 1.1407 1.2533 -0.39 -0.22 -0.91
H 0.8738 -1.9249 0.0485 -1.58 3.11 2.45
F 1.6284 -0.1895 0.5634 1.82 1.14 0.26
N -0.5265 1.2118 0.2246 1.28 2.88 0.75
O -1.7856 -0.8459 -0.5132 -0.92 -0.63 0.99


(3)
147
Properties=species:S:1:pos:R:3:forces:R:3 method="wB97M-V/def2-TZVPD" energy_ev=-78963.7129 e_above_lowest_ev=0.351 charge=0
H -1.7973 -7.6438 -4.9931 0.46 0.06 0.03
N -0.7789 -2.8959 -4.9279 -0.16 0.08 -0.26
C 6.3504 -4.7643 -0.4564 -0.15 -0.73 0.10
C 0.1192 3.1320 -0.7818 0.12 1.26 0.97
H 4.6193 3.5618 3.5442 -0.07 0.16 0.08
H 8.6101 -2.3571 -0.7315 0.03 0.39 0.47
O -2.3481 -1.2169 -3.0943 0.37 -0.22 -0.33
H -6.4785 1.3877 -0.4220 0.11 0.38 -0.15
H 5.7715 -4.4168 0.4050 -0.08 0.08 -0.05
C 4.4951 3.7388 2.4795 0.13 -1.15 -1.50
O 0.2490 -0.7731 0.4391 -0.49 -0.14 0.00
H 2.3352 -0.8231 0.0381 -0.49 -0.43 -0.29
H 4.6775 6.2824 2.6282 0.02 -0.09 -0.42
O 5.3827 -7.0414 -0.0403 0.18 0.37 0.17
H 1.3695 1.3162 3.7984 -0.33 -0.27 -0.05
O 5.3885 -1.9204 -1.1589 -1.01 -0.55 0.98
H 8.1103 -4.4048 0.3549 0.33 -0.07 -0.22
H -9.4141 1.7751 1.9298 0.16 0.15 -0.10
H 3.3451 1.9348 2.0001 0.10 -0.08 0.24
H 1.9891 -4.1033 1.3253 0.14 -0.45 0.88
H 4.1703 0.1880 1.0258 0.13 -0.84 0.57
H 0.5949 2.4400 2.0059 0.33 0.36 -0.03
H 1.3113 0.7587 -1.4159 0.17 0.21 -0.16
O 2.2260 -2.0244 5.5136 -0.07 -0.14 -0.08
H -0.8606 -2.2870 1.2507 -0.04 0.02 0.03
H -7.8173 3.4695 1.2956 0.00 0.15 -0.08
H -3.7262 3.9675 -0.9654 0.35 0.12 0.14
H 3.6265 5.8119 3.9145 0.18 -0.50 -0.06
H 5.3613 -6.9722 2.1080 0.72 0.18 -0.34
C -9.3712 1.0144 1.1343 -0.38 1.13 0.65
C -3.4962 2.9493 -0.6319 -0.08 -0.54 -0.90
H -0.2982 -5.9807 -3.6475 0.67 -0.26 -0.15
O -6.2186 2.4875 2.0180 0.30 -0.03 -0.36
C 1.3071 7.7929 0.8193 -0.52 0.27 -1.18
H 3.8711 -7.2767 1.3471 0.17 -0.34 -0.55
H -0.3424 -1.1124 -2.4869 -0.26 -0.73 0.05
H -9.9086 2.2119 -0.6525 0.04 0.06 -0.03
H -13.4438 2.3551 0.5206 0.19 0.16 -0.02
H -0.0860 6.2129 -2.7867 -0.01 0.03 0.06
C 3.6644 5.9077 2.8206 -0.55 0.93 1.08
C 4.4697 -1.4097 -2.1071 1.33 0.58 -0.47
H 7.1619 -0.9531 -1.5701 -0.34 0.17 0.19
H 0.1076 -5.4483 -5.3504 0.25 0.07 0.05
C -0.4568 -1.5099 -4.6379 0.63 -0.30 -0.27
H -0.7431 -0.9116 -5.5054 -0.34 -0.07 0.07
H -9.8533 0.1563 1.6056 0.37 -0.32 -0.18
C -5.6909 3.5197 2.8494 -0.04 -1.13 0.05
H -4.7981 3.8868 2.3418 -0.09 0.69 0.30
H 4.5878 -0.3219 -2.1989 0.10 0.02 -0.08
H 3.4380 -1.5652 -1.8046 0.10 -0.52 0.11
O 1.1327 -4.4895 -1.0260 -0.36 0.03 0.25
C 6.7493 -1.9756 -1.5039 0.25 1.49 -0.23
C -6.9065 2.9881 0.8934 -1.87 1.02 0.73
H -4.0920 2.7311 0.2525 0.19 -0.17 0.07
H 7.2279 -6.4352 0.5402 0.58 -0.22 -0.43
H -10.5714 0.5592 -0.4779 -0.46 0.31 -0.49
H 0.6387 -1.4519 -4.6489 -0.02 0.27 0.39
O -0.0948 6.4394 -1.8499 -0.01 -0.05 -0.16
H -1.5362 3.9917 -1.9066 -0.01 0.06 -0.10
H -1.7597 -4.3156 3.2280 0.10 0.00 0.03
C 4.8050 -6.7234 1.1963 -1.60 0.11 0.57
H -2.4973 0.4682 1.5296 0.06 0.05 0.00
H 1.6957 -1.4977 4.8983 0.16 0.18 0.13
O -11.4603 2.0432 0.7023 0.35 0.08 -0.29
H 0.9639 8.6736 1.3672 0.02 -0.19 0.39
N 0.3977 1.9572 0.0690 -0.51 -0.13 -0.73
H -5.4077 3.0375 3.7851 0.23 -0.04 -0.12
H -12.8421 1.0133 -0.3928 0.09 0.19 -0.42
H 6.9102 -2.3124 -2.5365 -0.11 -0.81 0.24
N 3.3729 4.6324 2.1955 0.26 0.16 0.53
H 1.3888 8.1339 -0.2194 0.54 0.14 0.12
C -0.4463 -3.8974 -3.9073 -0.44 1.12 -0.22
H 1.7074 6.8748 3.1010 -0.09 -0.49 -0.39
O 1.1639 0.3725 3.9612 0.25 -0.06 0.01
H 2.6119 -1.3729 6.1057 -0.04 0.03 -0.07
H 0.2977 7.3179 -1.8100 -0.02 -0.06 0.00
C 6.5685 -6.2792 -0.3222 -1.27 -0.18 0.42
C 5.2352 0.4117 1.1152 0.23 1.11 -0.88
H -1.7790 -2.9082 -5.0956 0.05 -0.49 0.00
H 1.8866 -0.0080 1.4550 -0.43 0.17 0.14
O 1.3920 -4.6040 1.9168 0.07 -0.08 -0.45
H -1.2045 -3.8070 -3.1215 0.19 -0.33 0.41
H 5.5112 0.6417 0.0725 0.20 0.10 0.02
N 7.6654 -4.1263 -0.5162 -0.73 0.52 0.17
H -1.7690 1.7711 1.8385 -0.07 -0.08 0.00
H 5.9277 -0.3510 1.4499 -0.45 -0.34 0.28
C -7.3709 1.8837 -0.0114 1.83 -1.59 -0.22
C 4.2922 2.4258 1.7413 -0.11 -0.32 -0.37
C -2.1377 -6.7315 -5.4787 -1.06 1.50 -0.06
H 3.0807 7.8914 3.1792 0.09 0.26 -0.47
H -1.8099 -6.5758 -6.5062 0.38 -0.62 -0.11
H -0.9210 0.1919 -3.3843 0.14 0.02 -0.42
H 0.5252 7.0326 0.7140 0.00 -0.12 0.75
C -12.6019 2.0484 -0.1090 -1.09 -0.53 0.58
H 0.6272 -4.5561 -0.1987 0.16 -0.14 -0.12
H -3.2279 -6.7511 -5.5083 -0.02 -0.36 -0.10
C -0.5036 -5.2819 -4.4641 -1.72 -0.56 0.32
O -1.8926 -5.5127 -4.7773 0.68 -0.34 0.08
C 0.1502 -1.8971 1.3261 0.27 0.34 -1.07
C -0.9957 -0.9097 -3.3498 0.32 1.32 0.57
H 1.7048 -4.4087 2.8056 -0.09 0.06 0.03
H 0.0630 3.9730 -0.0776 0.13 0.20 -0.33
C 1.4835 1.0821 -0.3767 -0.95 -0.35 -0.47
H 3.2528 4.7496 1.1949 0.18 0.13 -0.02
H 0.8905 3.3871 -1.5135 0.08 -0.35 0.02
H -2.9638 0.1438 -1.5812 0.62 0.21 -0.19
H -1.1956 2.2178 -2.1502 -0.47 0.16 -0.34
H -12.5942 2.7173 -0.9765 0.45 -0.11 -0.03
O -2.1225 0.9749 2.2580 0.05 0.04 0.01
N -7.9909 0.7325 0.7048 -0.90 1.20 -0.13
H -1.9578 -1.2925 -1.0952 -0.23 0.12 0.38
O -2.1317 2.7046 -0.3746 -0.13 0.69 0.35
H 4.0822 -3.0138 -0.1011 0.03 -0.02 0.19
C -10.3346 1.4929 0.0465 0.41 -0.93 0.42
C -1.2498 3.0522 -1.4385 0.60 -0.93 0.62
C 1.5153 -0.2018 0.4360 1.34 0.78 0.57
H 0.5530 -4.8537 -1.7022 0.07 0.03 0.00
O -1.3079 -3.6615 3.7719 -0.16 0.06 -0.04
H -6.4546 4.2503 3.1256 0.12 0.33 -0.45
C 2.6730 7.0433 2.6083 0.15 -0.34 0.22
H -3.6988 -1.3980 -1.6604 0.20 -0.30 0.42
O 5.4017 1.5689 1.9195 -0.28 -0.16 0.45
C 7.5935 -2.6372 -0.4420 0.84 -1.54 -1.03
H 5.4413 4.0442 2.0115 0.11 0.75 0.63
H -2.0141 -3.1096 4.1273 0.09 -0.03 0.02
H 2.4212 1.6283 -0.3309 0.19 -0.10 0.08
H 0.5356 -3.7169 -3.4643 0.07 0.26 -0.22
H 2.6972 -3.6523 -0.3832 0.46 -0.04 0.13
H -6.4278 3.8045 0.3384 0.65 -0.29 0.05
O 3.3244 -3.4344 0.3373 -0.20 0.19 -0.71
H 5.7566 -4.5930 -1.3553 0.14 0.26 -0.05
H 6.8564 -6.7199 -1.2729 0.84 0.16 0.19
H 0.8609 -2.6331 0.9469 -0.23 0.09 0.55
H 0.3501 -1.6050 2.3553 0.15 -0.20 0.04
H -0.4859 1.4600 -0.0238 0.39 -0.64 0.60
H 1.6021 3.5323 2.5142 -0.09 -0.15 0.11
H 0.5320 0.1451 3.2697 -0.15 0.26 0.13
C -2.7278 -0.9111 -1.7679 -0.73 -0.43 -0.44
H -7.8666 2.2870 -0.8917 -0.52 -0.15 0.27
H 4.2535 2.6164 0.6570 -0.28 0.40 -0.06
H 4.7340 -1.8631 -3.0670 -0.58 0.02 -0.20
H -7.4597 0.7797 1.5723 0.07 -0.72 -0.03
H -3.7684 2.2770 -1.4570 -0.53 0.08 0.11
O 0.9385 2.8808 2.8139 -0.03 0.04 -0.13
H 7.3757 -2.3149 0.5774 -0.29 0.41 -0.12
H 4.4345 -5.6962 1.2280 0.40 0.18 0.14
O 2.5448 7.2850 1.2259 0.02 0.18 -0.02